Record 1
A structure of composition C58H48MgO7P2S2Te in a non-equilibrium geometry, computed with ωB97M-V with the def2-TZVPD basis set.

Geometry as XYZ:
```
119
Properties=species:S:1:pos:R:3:forces:R:3:mulliken_charge:R:1
Mg 2.172 -2.981 2.147 -0.065 -0.441 0.034 0.826
O 0.999 -1.495 1.674 -0.382 0.939 -0.010 -0.706
S 0.279 -0.516 0.791 -0.877 0.919 -0.078 1.598
C 0.988 1.171 1.226 0.285 -0.120 -0.625 -0.321
C 1.819 1.118 2.304 0.435 -0.128 0.126 -0.587
C 2.435 2.240 2.898 0.849 0.116 0.660 -1.373
C 2.269 3.457 2.305 0.093 -0.394 -0.036 0.066
C 2.902 4.808 2.560 -0.374 -0.556 0.071 -0.935
C 2.053 5.789 1.742 -1.162 0.374 -0.278 -0.804
C 1.205 4.880 0.816 -0.302 0.841 0.069 0.068
C 0.273 5.163 -0.160 0.576 -0.288 0.714 -1.392
C -0.273 4.048 -0.869 0.254 2.692 0.810 0.430
C -0.025 2.770 -0.565 0.426 -1.930 -0.536 -0.053
P -0.591 1.433 -1.709 -0.091 -0.776 -0.469 2.010
C -1.947 2.335 -2.559 0.762 0.458 0.792 0.346
C -3.108 2.647 -1.858 0.092 -1.355 0.602 -0.097
C -4.033 3.523 -2.345 0.838 0.006 -1.328 -0.836
C -3.827 4.169 -3.545 1.551 -0.419 -0.633 -0.678
C -2.632 3.896 -4.236 -0.617 0.127 -0.188 -0.724
C -1.703 2.998 -3.744 -0.480 0.419 -0.119 -0.524
C 0.664 1.399 -3.098 1.110 0.621 0.182 0.456
C 1.756 2.308 -3.142 -0.088 0.085 -0.225 -0.551
C 2.825 2.217 -4.052 -0.394 -0.661 -0.060 -0.718
C 2.778 1.146 -4.963 0.260 1.056 0.265 -0.444
C 1.710 0.292 -4.977 -0.486 -0.013 0.345 -0.547
C 0.664 0.402 -4.071 0.048 -0.936 0.432 -0.121
C 0.798 2.444 0.548 -0.121 -0.508 0.873 -1.121
C 1.436 3.544 1.168 -0.182 -0.646 0.082 0.972
C -1.368 -0.148 1.673 0.809 0.436 -0.116 -0.122
C -1.285 0.483 2.906 -0.713 -0.249 -0.942 -0.158
C -2.455 0.942 3.599 0.821 -0.898 -0.455 -1.308
C -3.660 0.853 2.964 -0.310 0.417 0.524 0.535
C -5.094 1.171 3.436 0.769 -1.304 -0.913 -1.171
C -6.017 0.909 2.206 0.663 0.607 -0.079 -0.821
C -5.058 0.216 1.247 -0.908 0.278 0.329 0.519
C -5.403 -0.495 0.145 0.387 0.140 -0.767 -1.343
C -4.323 -1.114 -0.526 0.255 -0.865 -0.172 0.121
C -2.993 -1.143 -0.088 -0.728 -0.607 -0.795 0.421
P -1.804 -2.441 -0.748 -0.710 0.065 0.132 1.529
C -2.403 -4.021 0.039 1.560 0.479 -0.294 0.340
C -3.658 -4.439 0.443 -1.189 2.207 -0.390 0.094
C -3.964 -5.733 0.670 -0.714 -1.314 1.264 -0.426
C -2.950 -6.689 0.625 0.714 0.055 -0.234 -0.553
C -1.658 -6.286 0.337 1.487 -0.029 -0.182 -0.601
C -1.348 -4.935 0.063 -1.682 -0.765 -0.106 -1.097
C -2.630 -2.576 -2.392 0.307 0.906 0.344 -0.433
C -2.469 -1.462 -3.237 1.169 -0.278 0.434 0.472
C -3.042 -1.396 -4.478 -1.124 -0.955 -0.710 -0.260
C -3.920 -2.441 -4.872 0.771 -0.379 1.164 -0.987
C -4.083 -3.541 -4.005 -0.947 1.197 -1.568 -0.598
C -3.472 -3.593 -2.775 0.198 -0.526 -0.249 -0.178
C -2.641 -0.347 1.013 0.260 0.430 1.357 -1.482
C -3.719 0.276 1.686 -0.469 -0.120 -0.246 0.995
H 2.094 0.148 2.687 -0.290 -0.213 0.303 0.845
H 3.073 2.067 3.798 -0.491 0.271 -0.913 0.332
H 3.897 4.743 2.151 0.569 0.137 0.023 0.270
H 2.961 5.010 3.626 0.075 0.279 0.016 0.423
H 2.592 6.496 1.118 0.501 -0.065 0.008 0.323
H 1.451 6.452 2.403 -0.006 -0.641 -0.373 0.225
H -0.037 6.197 -0.328 0.059 -0.403 -0.320 0.399
H -0.943 4.300 -1.642 -0.591 0.093 -0.942 0.533
H -3.359 2.132 -0.929 0.340 0.016 -0.085 0.372
H -4.945 3.605 -1.878 -1.880 0.458 1.270 0.589
H -4.549 4.850 -3.926 -0.466 0.436 -0.352 0.414
H -2.368 4.309 -5.201 -0.409 0.477 -0.001 0.405
H -0.771 2.912 -4.275 0.162 -0.348 -0.070 0.496
H 1.754 3.136 -2.454 0.088 0.162 0.356 0.266
H 3.703 2.907 -4.035 -0.993 -0.564 0.116 0.329
H 3.563 0.950 -5.664 0.526 0.104 -0.158 0.340
H 1.724 -0.578 -5.597 0.049 -0.256 -0.360 0.351
H 0.030 -0.492 -4.073 -0.259 0.659 0.302 -0.098
H -0.300 0.668 3.331 -0.361 -0.177 0.061 0.473
H -2.283 1.182 4.629 -0.387 0.580 0.391 0.457
H -5.167 2.121 3.855 -0.164 1.936 0.398 0.473
H -5.322 0.528 4.256 -0.276 -0.828 0.548 0.329
H -6.390 1.888 1.802 0.303 -0.865 0.178 0.231
H -6.890 0.265 2.391 0.292 0.293 0.198 0.352
H -6.448 -0.576 -0.209 0.790 -0.007 0.179 0.385
H -4.544 -1.730 -1.396 -0.111 0.168 0.180 0.393
H -4.465 -3.698 0.561 0.371 -0.200 -0.209 0.147
H -4.975 -5.961 1.052 0.593 -0.133 -0.426 0.338
H -3.101 -7.731 0.852 -0.329 -0.186 0.030 0.372
H -0.785 -6.988 0.334 -1.040 0.576 0.141 0.346
H -0.359 -4.604 -0.171 0.573 -0.158 -0.058 0.675
H -1.746 -0.687 -2.949 -0.498 -0.350 0.055 -0.420
H -2.796 -0.573 -5.135 -0.165 0.090 -0.071 0.499
H -4.441 -2.490 -5.815 0.074 0.354 -0.232 0.346
H -4.811 -4.291 -4.317 0.336 -0.122 0.179 0.362
H -3.653 -4.474 -2.189 0.146 -0.084 0.496 0.345
C 5.043 0.489 -0.478 0.547 1.502 -1.511 -0.459
O 5.940 0.737 0.596 -0.331 0.683 -0.505 -0.502
C 5.547 0.312 1.803 0.411 -1.353 -0.425 1.098
C 6.329 0.710 2.872 1.395 1.316 0.711 -0.768
C 6.141 0.176 4.117 -0.620 -0.837 -0.426 -0.977
C 5.180 -0.843 4.310 0.141 1.114 0.266 -0.235
C 4.963 -1.157 5.749 -0.143 0.516 -1.167 0.884
C 3.734 -1.943 6.062 0.990 0.703 2.474 -1.247
O 5.668 -0.647 6.615 -0.226 -0.567 0.135 -0.708
C 4.358 -1.218 3.191 -0.046 -0.760 0.560 0.929
O 3.425 -2.104 3.255 -0.187 -0.081 0.619 -1.029
C 4.591 -0.662 1.931 0.222 0.959 -0.109 0.327
H 4.014 0.824 -0.285 0.201 -0.238 0.256 0.146
H 5.028 -0.555 -0.823 0.103 0.356 0.100 0.304
H 5.447 1.203 -1.263 -0.588 -1.245 0.492 0.199
H 7.139 1.435 2.703 -0.484 -0.258 -0.049 0.343
H 6.699 0.476 4.996 0.087 0.084 -0.221 0.421
H 3.467 -2.597 5.298 -0.590 -1.037 -1.074 0.308
H 2.975 -1.187 6.248 -0.403 -0.004 -0.196 0.216
H 3.921 -2.423 7.032 -0.224 -0.141 -0.226 0.401
H 4.007 -0.953 1.061 -0.013 -0.208 0.357 -0.177
Te 1.626 -5.416 1.973 0.058 -0.521 0.054 -1.166
C 3.409 -3.586 -1.762 -0.673 -0.424 -0.761 -0.484
S 2.355 -2.474 -2.711 -1.029 0.226 0.567 1.170
O 2.981 -2.078 -3.966 0.481 -0.578 -0.287 -0.730
O 2.275 -1.332 -1.790 -0.116 0.342 0.425 -0.549
O 1.059 -3.149 -2.873 0.590 0.095 -0.171 -0.717
H 4.152 -2.926 -1.371 0.472 0.272 0.654 0.028
H 3.934 -4.337 -2.370 -0.543 0.057 0.106 0.331
H 2.729 -4.023 -1.000 0.757 0.130 -0.311 0.000
```
Positions in Å, forces in eV/Å.

Computed properties:
highest occupied orbital energy: -0.646 eV
frontier orbital gap: 4.00 eV
total charge: -2
spin multiplicity: 1

Record 2
The molecule C5H5BrO2 in a non-equilibrium geometry, computed with ωB97M-V with the def2-TZVPD basis set.

Geometry as XYZ:
```
13
Properties=species:S:1:pos:R:3:forces:R:3:nbo_charge:R:1
C -0.194 1.523 -1.030 -0.436 0.952 -1.566 -0.697
C 0.523 0.415 -0.301 -2.167 0.395 4.748 0.260
Br 2.292 1.067 0.208 0.154 -0.340 0.091 0.006
C -0.335 -0.054 1.302 1.755 1.638 -1.583 -0.132
C -0.447 -1.357 1.220 0.055 -0.978 -1.266 -0.375
C 0.029 -1.845 -0.147 -0.010 0.178 1.731 0.771
O 0.032 -2.961 -0.544 -0.042 -0.076 -0.401 -0.522
O 0.558 -0.802 -0.851 0.296 -0.597 -1.942 -0.520
H -0.438 1.240 -2.071 0.226 -0.241 0.451 0.242
H 0.413 2.443 -1.142 -0.176 -0.671 0.287 0.243
H -1.151 1.857 -0.610 0.271 -0.460 0.333 0.236
H -0.497 0.677 2.130 0.090 -0.758 -0.998 0.233
H -0.784 -2.203 1.836 -0.015 0.959 0.116 0.255
```
Positions in Å, forces in eV/Å.

Computed properties:
structure (SMILES): C[C@@]1(Br)C=CC(=O)O1
highest occupied orbital energy: -10.271 eV
energy above the lowest of the compared OMol25 structures with the same formula, charge and spin: 17.6 kcal/mol
frontier orbital gap: 10.58 eV
spin multiplicity: 1

Record 3
The molecule C4H9NO2, computed with ωB97M-V with the def2-TZVPD basis set.

Geometry as XYZ:
```
16
Properties=species:S:1:pos:R:3:forces:R:3:nbo_charge:R:1
C 0.766 -0.923 -1.855 0.031 0.035 -0.003 -0.619
C 0.100 -0.679 -0.509 0.034 0.094 -0.120 0.083
O 0.707 -1.546 0.425 -0.094 -0.060 0.141 -0.741
C 0.323 0.778 -0.027 0.288 -0.146 0.004 -0.261
N -0.743 1.333 0.803 -0.021 -0.016 0.034 -0.603
C -1.200 0.745 1.927 -0.027 -0.058 -0.007 0.533
O -0.856 -0.353 2.342 -0.019 0.442 -0.116 -0.640
H 0.181 -0.503 -2.680 0.062 -0.023 0.139 0.205
H 0.882 -2.000 -2.010 -0.072 0.167 0.007 0.230
H 1.763 -0.472 -1.872 -0.044 -0.075 0.005 0.204
H -0.976 -0.917 -0.580 0.177 0.284 0.004 0.164
H 0.323 -1.281 1.283 0.072 -0.330 -0.036 0.496
H 1.258 0.720 0.555 -0.216 0.156 -0.106 0.214
H 0.508 1.483 -0.845 -0.254 -0.212 0.040 0.209
H -1.086 2.256 0.583 -0.007 -0.158 0.087 0.401
H -1.951 1.357 2.459 0.090 -0.100 -0.074 0.122
```
Positions in Å, forces in eV/Å.

Computed properties:
structure (SMILES): C[C@@H](O)CNC=O
highest occupied orbital energy: -9.912 eV
energy above the lowest of the compared OMol25 structures with the same formula, charge and spin: 18.5 kcal/mol
frontier orbital gap: 10.57 eV
spin multiplicity: 1

Record 4
A structure of composition C4H16B2CsO2S in a non-equilibrium geometry, computed with ωB97M-V with the def2-TZVPD basis set.

Geometry as XYZ:
```
26
Properties=species:S:1:pos:R:3:forces:R:3:mulliken_charge:R:1
Cs -2.159 -2.019 1.086 -0.239 -0.119 -0.078 0.952
B -1.346 -1.169 3.838 0.307 0.511 1.092 0.251
H -1.402 -2.268 3.535 0.149 -2.274 -0.377 -0.404
H -2.411 -0.812 4.105 -1.719 0.497 0.254 -0.214
H -0.660 -1.024 4.770 0.787 0.000 1.101 -0.248
H -0.941 -0.508 2.996 0.757 0.999 -1.588 -0.254
B -2.506 1.332 0.314 0.198 0.547 -0.090 0.540
H -2.398 1.413 -0.849 0.278 0.072 -1.435 -0.278
H -3.196 2.184 0.709 -0.889 0.903 0.418 -0.221
H -2.954 0.307 0.572 -1.104 -1.406 0.330 -0.673
H -1.483 1.410 0.875 1.337 0.046 0.464 -0.230
C 0.705 1.145 -1.145 0.500 0.533 0.411 -0.786
C 0.208 -0.290 -1.125 -0.631 -1.045 -1.523 0.716
C 1.414 -1.240 -1.090 0.920 0.604 1.851 -0.735
S 2.785 -0.457 -1.977 -1.388 1.053 0.311 1.082
O 2.753 -0.911 -3.350 0.332 -0.202 0.009 -0.662
O 4.013 -0.498 -1.217 -0.156 -0.127 -0.201 -0.650
C 1.988 1.212 -1.950 0.757 -0.536 -0.867 -0.741
H 0.817 1.472 -0.109 0.261 -0.009 -0.055 0.306
H 0.038 1.878 -1.594 -0.510 -0.418 0.150 0.330
H -0.379 -0.556 -2.011 -0.074 0.422 -0.065 0.357
H -0.468 -0.424 -0.285 0.285 0.151 0.047 -1.045
H 1.392 -2.297 -1.345 -0.547 0.129 -0.448 0.485
H 1.724 -1.204 -0.037 0.408 -0.161 -0.117 0.364
H 1.749 1.341 -3.008 -0.011 -0.019 0.014 0.344
H 2.716 1.985 -1.709 -0.006 -0.152 0.394 0.415
```
Positions in Å, forces in eV/Å.

Computed properties:
highest occupied orbital energy: -5.708 eV
energy above the lowest of the compared OMol25 structures with the same formula, charge and spin: 11.5 kcal/mol
frontier orbital gap: 7.41 eV
total charge: -1
spin multiplicity: 1